Entry 1:
Computed, not measured: a structure of composition C4H8NO3 in a non-equilibrium geometry, with ωB97M-V/def2-TZVPD.

XYZ file:
```
16
C4H8NO3 ωB97M-V/def2-TZVPD
C -0.727 -0.791 -0.558
C -0.320 -0.539 0.866
C 0.865 -1.063 1.449
O 1.242 -0.870 2.612
N -0.097 0.107 -1.514
C -0.939 1.048 -2.250
O -0.339 2.086 -2.571
O -2.106 0.678 -2.454
H -0.433 -1.824 -0.794
H -1.788 -0.691 -0.763
H 0.909 -0.087 0.591
H -0.931 0.003 1.577
H 1.718 1.605 1.796
H 1.140 -1.954 0.911
H 1.131 1.659 2.243
H 0.677 0.634 -1.141
```

The largest force on an atom is 4.147 eV Å⁻¹. For the total energy, the calculation gives -437.6327 a.u. Its energy relative to the best compared isomer or geometry (same formula, charge and spin) is 453.6 kJ/mol. As for the charge: -1.

Entry 2:
Computed, not measured: the ion C6H16N2 with charge -1 in a non-equilibrium geometry, with ωB97M-V/def2-TZVPD.

XYZ file:
```
24
C6H16N2 ωB97M-V/def2-TZVPD
N 2.044 -1.256 1.501
C 1.206 -0.239 0.822
C 1.640 1.113 1.373
C -0.291 -0.487 1.028
N -1.165 -0.131 -0.127
C -0.547 -0.449 -1.447
C -1.591 -1.022 -2.396
C -1.635 1.276 -0.102
H 2.852 -1.318 0.848
H 2.250 -1.131 2.517
H 1.499 -0.124 -0.316
H 1.402 1.441 2.392
H 2.733 1.174 1.393
H 1.264 1.876 0.678
H -0.684 0.080 1.895
H -0.438 -1.526 1.275
H 0.312 -1.140 -1.359
H -0.027 0.433 -1.892
H -1.966 -1.980 -2.008
H -1.152 -1.086 -3.416
H -2.468 -0.307 -2.434
H -2.370 1.289 0.699
H -0.698 1.900 0.076
H -2.170 1.615 -0.999
```

As for the spin multiplicity: 2. The largest force on an atom is 2.485 eV Å⁻¹. For the total energy, the calculation gives -347.6057 a.u. Its energy relative to the best compared isomer or geometry (same formula, charge and spin) is 138.6 kJ/mol. As for the charge: -1.

Entry 3:
Computed, not measured: an isolated molecule of C2H2N2O in a non-equilibrium geometry, with ωB97M-V/def2-TZVPD.

XYZ file:
```
7
C2H2N2O ωB97M-V/def2-TZVPD
O 0.646 1.354 -0.347
C 1.323 0.230 -0.415
N 0.408 -0.746 -0.122
C -0.826 -0.112 0.129
N -0.728 1.152 -0.044
H 0.973 -1.303 0.507
H -1.795 -0.574 0.291
```

The largest force on an atom is 1.653 eV Å⁻¹. For the total energy, the calculation gives -262.0527 a.u. Its energy relative to the best compared isomer or geometry (same formula, charge and spin) is 292.0 kJ/mol.

Entry 4:
Computed, not measured: a cluster of 2 separate species, C27H28Cl2NOS in total in a non-equilibrium geometry, with ωB97M-V/def2-TZVPD.

XYZ file:
```
60
C27H28Cl2NOS ωB97M-V/def2-TZVPD
Cl 4.104 -2.530 -2.465
C 3.038 -1.293 -1.935
C 3.187 -0.758 -0.648
C 2.296 0.207 -0.211
C 1.293 0.722 -1.071
C 0.471 1.798 -0.616
C -0.350 2.566 -1.434
C -1.199 3.541 -0.912
C -2.124 4.300 -1.696
C -2.763 5.455 -1.162
C -3.697 6.160 -1.909
C -4.026 5.722 -3.203
Cl -5.206 6.557 -4.111
C -3.384 4.609 -3.766
C -2.443 3.906 -3.024
C 1.151 0.154 -2.365
C 2.032 -0.832 -2.797
H 3.993 -1.100 -0.007
H 2.377 0.612 0.799
H 0.570 2.088 0.431
H -0.280 2.441 -2.522
H -1.140 3.759 0.160
H -2.509 5.776 -0.150
H -4.189 7.035 -1.497
H -3.641 4.293 -4.770
H -1.974 3.020 -3.452
H 0.338 0.491 -3.013
H 1.955 -1.259 -3.794
C 2.787 -5.650 -0.436
N 1.511 -5.557 0.246
C 1.079 -6.763 0.926
C 0.949 -4.302 0.523
C 0.064 -3.700 -0.407
C -0.421 -2.428 -0.167
C -0.075 -1.730 1.002
C -0.751 -0.409 1.251
C -0.158 0.511 2.168
S -1.103 1.848 2.647
C -1.847 1.195 4.196
C 0.122 2.938 3.453
O -1.805 -0.116 0.640
C 0.799 -2.328 1.923
C 1.295 -3.606 1.700
H 2.982 -4.723 -0.991
H 3.616 -5.813 0.275
H 2.751 -6.494 -1.138
H 0.076 -6.614 1.343
H 1.040 -7.589 0.202
H 1.761 -7.057 1.741
H -0.232 -4.267 -1.294
H -1.105 -1.953 -0.870
H 0.736 0.293 2.748
H -2.428 2.033 4.593
H -2.500 0.358 3.929
H -1.055 0.888 4.889
H -0.443 3.830 3.747
H 0.555 2.435 4.325
H 0.887 3.209 2.718
H 1.073 -1.793 2.833
H 1.959 -4.084 2.426
```

The largest force on an atom is 1.733 eV Å⁻¹. For the total energy, the calculation gives -2493.8874 a.u. As for the charge: +1.

Entry 5:
Computed, not measured: a structure of composition C29H34BrN7O2Ti in a non-equilibrium geometry, with ωB97M-V/def2-TZVPD.

XYZ file:
```
74
C29H34BrN7O2Ti ωB97M-V/def2-TZVPD
Ti 0.942 1.483 -0.267
C 4.862 0.854 -1.937
C 3.550 0.770 -1.240
N 2.608 1.667 -1.340
C 2.762 2.860 -2.188
C 1.416 3.588 -2.352
N 0.524 3.480 -1.147
C 0.695 4.585 -0.157
C 1.817 4.241 0.798
N 1.590 2.879 1.349
C 0.531 2.832 2.417
C -0.665 2.018 1.903
N -0.066 0.832 1.270
C 0.403 -0.196 1.989
C -0.098 -0.618 3.332
C 1.559 -0.792 1.372
C 2.264 -1.938 1.736
C 3.422 -2.254 1.058
C 3.917 -1.416 0.039
C 3.207 -0.296 -0.285
N 2.031 -0.018 0.343
H 5.481 1.626 -1.468
H 4.743 1.127 -2.986
H 5.407 -0.085 -1.885
H 3.126 2.595 -3.179
H 3.516 3.518 -1.759
H 0.879 3.159 -3.191
H 1.603 4.632 -2.589
H -0.428 3.518 -1.486
H -0.240 4.700 0.388
H 0.901 5.533 -0.651
H 1.884 4.989 1.586
H 2.768 4.237 0.270
H 2.462 2.562 1.744
H 0.240 3.838 2.718
H 0.937 2.330 3.290
H -1.223 2.586 1.159
H -1.339 1.790 2.722
H -1.114 -0.270 3.519
H 0.541 -0.229 4.135
H -0.086 -1.705 3.424
H 1.916 -2.565 2.548
H 3.972 -3.147 1.328
H 4.841 -1.656 -0.470
C 0.373 0.362 -3.242
O -0.231 0.950 -2.035
C -1.520 0.367 -1.875
C -2.590 1.009 -2.460
C -3.838 0.419 -2.401
Br -5.292 1.267 -3.237
C -4.019 -0.779 -1.737
C -2.941 -1.407 -1.119
C -1.668 -0.852 -1.232
O -0.546 -1.466 -0.774
C -3.148 -2.640 -0.327
N -3.841 -3.670 -0.689
C -3.809 -4.539 0.403
C -4.397 -5.796 0.554
C -4.234 -6.438 1.764
C -3.506 -5.852 2.815
C -2.904 -4.616 2.677
C -3.062 -3.983 1.445
N -2.620 -2.764 0.946
H 0.242 -0.713 -3.221
H 1.429 0.597 -3.248
H -0.118 0.778 -4.114
H -2.460 1.958 -2.968
H -4.994 -1.250 -1.689
H -0.770 -2.359 -0.475
H -4.962 -6.237 -0.259
H -4.678 -7.415 1.914
H -3.422 -6.379 3.757
H -2.354 -4.166 3.497
H -2.179 -2.028 1.468
```

As for the spin multiplicity: 3. The largest force on an atom is 2.988 eV Å⁻¹. For the total energy, the calculation gives -5082.3294 a.u. Its energy relative to the best compared isomer or geometry (same formula, charge and spin) is 170.6 kJ/mol. As for the charge: +2.

Entry 6:
Computed, not measured: a cluster of 2 separate species, C8H16NO2S in total in a non-equilibrium geometry, with ωB97M-V/def2-TZVPD.

XYZ file:
```
28
C8H16NO2S ωB97M-V/def2-TZVPD
C -0.637 -0.706 0.617
C -0.612 1.856 0.433
C -0.341 0.638 1.346
C 0.207 -0.858 -0.588
C 0.013 1.751 -0.863
C -0.276 -2.095 -1.327
C 1.697 -0.990 -0.129
C -0.261 2.843 -1.935
N 0.105 0.383 -1.447
O 0.120 0.113 -2.682
O -1.021 0.809 2.592
S 0.412 -3.044 2.978
H -0.299 -1.559 1.303
H -1.651 -0.709 0.347
H -1.766 1.973 0.304
H -0.248 2.838 0.769
H 0.765 0.570 1.611
H 0.588 -2.493 -1.850
H -0.941 -1.756 -2.020
H -0.643 -2.873 -0.636
H 2.508 -0.860 -0.855
H 1.737 -2.058 0.376
H 2.070 -0.474 0.870
H -0.945 3.464 -1.437
H -0.527 2.425 -2.911
H 0.634 3.393 -2.084
H -0.961 -0.088 3.026
H 0.272 -2.492 4.191
```

The largest force on an atom is 7.698 eV Å⁻¹. For the total energy, the calculation gives -917.7560 a.u. Its energy relative to the best compared isomer or geometry (same formula, charge and spin) is 0.0 kJ/mol. As for the charge: -1.